No. 1
Computed, not measured: a structure of composition C3H4CrMgO4, with the ωB97M-V functional and the def2-TZVPD basis.

Last column: Löwdin charge in e.
CARTESIAN COORDINATES (ANGSTROEM)
O -1.2111 1.7627 0.3562  -0.133
C -1.0511 0.5826 -0.2384  -0.106
O -1.5089 -0.5671 0.3942  -0.110
C -2.7583 -0.4473 1.1335  -0.198
Mg -2.6313 1.6024 1.6390  1.224
H 1.5936 0.0493 -0.5894  0.130
H -2.7047 -1.2093 1.9250  0.061
H -3.5782 -0.7549 0.4567  0.066
H -0.4904 0.4101 -1.1667  0.164
O 3.1220 -1.3747 -0.9372  -0.161
C 2.7296 -0.1815 -0.7944  -0.522
O 3.5596 0.7625 -0.9309  -0.162
Cr 4.9292 -0.6348 -1.2478  0.749

Properties
- energy above the lowest of the compared OMol25 structures with the same formula, charge and spin (eV) = 0.000
- total charge = +1
- spin multiplicity = 6
- largest force on an atom (Eh/bohr) = 0.1009
- <S²> = 8.754
- E (eV) = -45222.1045

No. 2
Computed, not measured: the molecule C14H17BrN2S3, with the ωB97M-V functional and the def2-TZVPD basis.

Last column: Löwdin charge in e.
CARTESIAN COORDINATES (ANGSTROEM)
S 1.6729 1.5005 -2.4958  0.671
Br 1.6559 -1.0180 3.6969  0.692
N 0.2626 0.9143 1.6400  0.041
S 0.4779 3.0471 -0.3576  0.793
S -1.5920 -0.9204 1.0918  1.022
C 0.8288 1.4675 -1.0619  -1.025
C -0.2653 0.1846 0.6839  -0.594
C -1.5619 1.1714 5.3963  -0.100
C -2.0426 1.9525 4.3476  -0.082
C -0.4892 0.2943 5.2200  -0.116
C -1.4768 1.8035 3.0841  -0.043
C 0.1573 0.2276 3.9615  -0.542
C -0.3444 0.9876 2.8804  -0.395
N 0.2757 0.2411 -0.5935  -0.110
C 2.1981 3.3270 0.2749  -0.355
C 1.1147 -2.6419 0.1247  -0.041
C -0.1340 -3.3785 -1.9398  -0.044
C -1.4072 -2.2118 -0.1924  -0.409
C 0.2878 -0.9186 -1.5298  -0.152
C -0.0268 -2.2786 -0.8532  -0.578
H -1.9819 1.1740 6.3860  0.096
H -2.8945 2.6383 4.5114  0.113
H -0.1464 -0.3321 6.0184  0.090
H -1.9423 2.2855 2.2153  0.117
H 2.5353 2.5441 0.9786  0.049
H 2.2030 4.2744 0.7904  0.026
H 2.8520 3.3490 -0.5734  0.001
H 2.0017 -2.9067 -0.4297  0.084
H 1.3028 -1.7886 0.7499  0.026
H 0.9128 -3.4939 0.8226  0.107
H -0.9593 -3.2077 -2.6156  0.080
H -0.2654 -4.3255 -1.4202  0.091
H 0.7574 -3.3870 -2.5484  0.085
H -1.6568 -3.1834 0.2363  0.088
H -2.1693 -1.9567 -0.9549  0.085
H -0.4674 -0.8112 -2.3443  0.145
H 1.3110 -0.9715 -1.9016  0.083

Properties
- energy above the lowest of the compared OMol25 structures with the same formula, charge and spin (eV) = 0.155
- largest force on an atom (Eh/bohr) = 0.0587
- SMILES = CSC(=S)N1CC(C)(C)CS/C1=N\c1ccccc1Br
- E (eV) = -120321.5179

No. 3
Computed, not measured: the ion C4H10N4S2 with charge +2, with the ωB97M-V functional and the def2-TZVPD basis.

Last column: Löwdin charge in e.
CARTESIAN COORDINATES (ANGSTROEM)
C 1.0856 -1.9130 0.2325  -0.544
C -0.9979 -0.6929 0.3104  -0.352
C -3.4919 0.6966 0.0959  -0.319
C 2.3940 1.2410 -0.3143  -0.172
N 1.7773 -1.0182 0.7744  -0.124
N -0.0374 0.7221 0.3404  -0.163
N -0.2203 -1.7804 -0.0151  0.089
N 1.6175 -3.0193 -0.2905  0.232
S -2.6894 -0.8498 0.3055  1.146
S 1.4903 0.6033 1.1046  1.192
H -3.3593 1.4989 0.7704  0.059
H -4.5153 0.3832 -0.0323  0.063
H -3.2989 1.1209 -0.9247  0.097
H 1.8403 2.1278 -0.4747  0.052
H 2.3423 0.6352 -1.1509  0.056
H 3.3985 1.5750 -0.1457  0.087
H -0.4899 1.6001 0.6453  0.102
H -0.5860 -2.6752 -0.4126  0.200
H 2.6492 -3.0570 -0.4509  0.181
H 1.0614 -3.4974 -0.9520  0.116

Properties
- energy above the lowest of the compared OMol25 structures with the same formula, charge and spin (eV) = 1.139
- total charge = +2
- largest force on an atom (Eh/bohr) = 0.0883
- E (eV) = -31920.6342